[1]
Molecular formula: C6H13EuO3
Method: DFT, ωB97M-V/def2-TZVPD

The geometry in ORCA input format:
```
! RIJCOSX wB97M-V def2-TZVPD def2/J DEFGRID3
* xyz 1 8
Eu 0.115 0.975 -0.959
O 2.212 0.820 -0.294
O 0.000 -1.419 0.485
O -1.983 0.473 -0.265
C 3.360 1.599 -0.110
C 2.245 -0.558 0.159
C -2.263 -0.738 0.427
C 1.139 -1.340 -0.426
C -2.895 1.518 0.028
C -1.270 -1.813 0.045
H 4.130 1.208 -0.795
H -2.170 -0.517 1.503
H -2.450 2.519 -0.007
H 3.583 1.631 0.969
H 3.173 2.636 -0.417
H -1.305 -2.040 -1.033
H 2.162 -0.467 1.260
H -3.287 -1.065 0.187
H 2.571 -1.264 -0.959
H 1.354 -2.380 -0.690
H -3.211 1.432 1.078
H -3.658 1.527 -0.763
H -1.553 -2.736 0.576
*
```

Properties
- HOMO level (alpha / beta) (Eh) = -0.392 / -0.394
- orbital gap (alpha / beta) (eV) = 6.67 / 6.77
- ⟨S²⟩ = 15.761

[2]
Molecular formula: C33H29ClN7O4S4Zr
Method: DFT, ωB97M-V/def2-TZVPD

The geometry in ORCA input format:
```
! RIJCOSX wB97M-V def2-TZVPD def2/J DEFGRID3
* xyz 1 1
Zr 0.090 0.161 0.187
Cl 4.034 -4.620 -2.714
S 1.444 2.580 -0.031
S -1.140 -1.890 1.592
S 1.548 0.395 2.812
S -1.844 3.556 2.127
O 2.770 2.304 0.439
O 0.287 -1.762 1.149
O -1.936 -2.767 0.789
O 1.073 1.636 -1.144
N 4.016 -0.735 3.051
N -1.540 -0.338 1.498
N 2.482 -0.666 -0.038
N 3.264 -0.860 1.103
N 0.226 2.328 0.988
N 4.991 -1.392 2.338
N -1.874 1.343 -0.508
C 2.942 -0.390 2.338
C -4.285 1.407 -0.249
C 1.184 4.270 -0.315
C -4.342 2.372 -1.278
C 1.562 -3.998 -1.790
C -1.604 -3.768 3.455
C -2.887 0.006 1.177
C 1.535 6.496 -0.994
C -0.483 3.476 1.240
C -1.521 -3.350 5.836
C -1.019 -1.559 4.288
C 0.494 6.891 -0.152
C -1.165 -2.024 5.580
C 2.689 -2.297 -3.057
C 4.516 -1.459 1.141
C -5.289 -0.084 1.345
C -3.017 0.943 0.130
C -1.971 2.226 -1.473
C 5.155 -2.102 -0.034
C 1.611 -1.449 -2.842
C 0.489 -3.141 -1.592
C -4.005 -0.521 1.747
C -1.738 -4.209 4.760
C -1.232 -2.446 3.235
C -5.432 0.872 0.387
C 1.908 5.164 -1.081
C -0.214 5.970 0.610
C -3.189 2.787 -1.880
C -1.672 -3.829 7.254
C 2.670 -3.566 -2.505
C 0.503 -1.830 -2.076
C 0.137 4.636 0.520
C -0.561 -0.837 -1.746
H 2.931 0.038 -0.622
H 1.540 -5.006 -1.394
H -2.355 -3.186 7.810
H 0.238 7.940 -0.086
H -0.370 -3.488 -1.031
H -1.010 -1.344 6.411
H -0.661 -0.093 -2.534
H -1.023 6.267 1.265
H -3.197 3.522 -2.673
H -1.048 2.506 -1.967
H -6.162 -0.515 1.817
H -2.051 -4.849 7.292
H -2.028 -5.236 4.947
H -3.911 -1.261 2.533
H -1.794 -4.425 2.616
H 3.535 -1.980 -3.654
H -5.303 2.767 -1.585
H 6.120 -2.498 0.270
H -1.525 -1.311 -1.552
H 1.631 -0.453 -3.273
H 5.304 -1.389 -0.846
H 2.065 7.235 -1.580
H 2.440 -1.545 -0.555
H 4.543 -2.925 -0.412
H 4.145 -0.550 4.031
H -0.761 -0.528 4.096
H 2.725 4.844 -1.716
H -0.710 -3.804 7.769
H -6.413 1.222 0.089
*
```

Properties
- HOMO level (Eh) = -0.381
- orbital gap (eV) = 7.24

[3]
Molecular formula: C5H6N2O
Method: DFT, ωB97M-V/def2-TZVPD

The geometry in ORCA input format:
```
! RIJCOSX wB97M-V def2-TZVPD def2/J DEFGRID3
* xyz 0 1
O -1.529 -1.403 -1.342
N -0.648 0.073 0.193
N -3.998 -0.109 0.561
C -1.641 -0.618 -0.427
C 1.532 0.875 0.858
C -2.949 -0.311 0.151
C 1.252 -0.639 -1.107
C 0.728 0.045 -0.097
H 0.652 -1.227 -1.776
H 1.432 0.492 1.875
H 1.190 1.911 0.848
H 2.582 0.855 0.583
H 2.312 -0.620 -1.281
H -0.915 0.674 0.961
*
```

Properties
- HOMO level (Eh) = -0.349
- orbital gap (eV) = 9.71
- SMILES = C=C(C)NC(=O)C#N

[4]
Molecular formula: C4H8N2O2
Method: DFT, ωB97M-V/def2-TZVPD

The geometry in ORCA input format:
```
! RIJCOSX wB97M-V def2-TZVPD def2/J DEFGRID3
* xyz 0 1
O -1.248 0.811 1.864
O -0.926 -1.703 0.757
N -0.257 1.081 -0.659
N -0.084 1.392 1.762
C 0.588 0.326 -1.618
C 0.409 1.360 0.551
C 0.274 -1.160 0.205
C -0.362 -0.263 -0.914
H 0.592 0.836 -2.541
H -1.544 0.634 0.981
H 1.507 1.368 0.288
H 1.147 -0.603 0.867
H 0.909 -2.146 -0.242
H -1.592 -1.241 1.422
H -1.118 -0.796 -1.499
H 1.705 0.105 -1.225
*
```

Properties
- HOMO level (Eh) = -0.338
- orbital gap (eV) = 10.10
- SMILES = OC[C@@H]1CN1/C=N\O

[5]
Molecular formula: C6H12N
Method: DFT, ωB97M-V/def2-TZVPD

The geometry in ORCA input format:
```
! RIJCOSX wB97M-V def2-TZVPD def2/J DEFGRID3
* xyz 1 1
N 0.921 -1.467 -0.385
C 0.560 -0.339 0.037
C 0.401 -2.638 -0.845
C 2.022 -0.589 0.101
C -1.973 0.665 0.065
C -0.511 1.150 -0.097
C -0.064 2.273 0.868
H 2.617 -0.862 0.973
H 1.025 -3.104 -1.600
H 0.170 -3.320 -0.033
H 0.371 1.861 1.915
H -2.300 -0.318 -0.363
H 0.616 2.937 0.337
H -0.994 2.842 1.172
H 2.768 -0.263 -0.625
H -2.173 0.704 1.204
H -0.291 1.462 -1.075
H -2.639 1.358 -0.373
H -0.525 -2.351 -1.275
*
```

Properties
- HOMO level (Eh) = -0.575
- orbital gap (eV) = 11.15
- SMILES = CC(C)C1=[N+](C)C1

[6]
Molecular formula: C7H17Cl4FOP
Method: DFT, ωB97M-V/def2-TZVPD

The geometry in ORCA input format:
```
! RIJCOSX wB97M-V def2-TZVPD def2/J DEFGRID3
* xyz 1 1
Cl 1.870 -0.040 -0.466
Cl 2.931 -2.801 -2.168
Cl 0.213 2.871 0.930
Cl -1.375 5.800 1.667
P -0.436 -0.097 0.136
F -0.071 0.854 -1.237
O 0.476 -3.151 1.403
C -0.956 -1.867 -0.309
C -1.653 4.761 0.249
C 3.374 -0.206 -1.418
C -1.485 3.291 0.577
C 3.188 -1.100 -2.627
C -0.859 -2.904 0.917
C -1.894 -2.441 2.060
H 1.082 -2.398 1.220
H 4.085 -1.071 -3.249
H -1.248 -3.914 0.514
H -1.790 2.684 -0.279
H -2.674 4.951 -0.088
H -1.592 0.501 0.772
H 0.672 -0.197 1.028
H 4.154 -0.583 -0.753
H -2.092 2.999 1.436
H -2.080 -1.793 -0.587
H -0.416 -2.250 -1.257
H -1.341 -2.509 3.071
H -0.970 5.077 -0.542
H 3.658 0.799 -1.738
H -2.817 -3.120 2.067
H 2.341 -0.781 -3.236
H -2.294 -1.365 1.905
*
```

Properties
- HOMO level (Eh) = -0.493
- orbital gap (eV) = 8.97

[7]
Molecular formula: C13H24BClF3O13S4
Method: DFT, ωB97M-V/def2-TZVPD

The geometry in ORCA input format:
```
! RIJCOSX wB97M-V def2-TZVPD def2/J DEFGRID3
* xyz -1 1
Cl -1.179 -2.387 -2.905
S -1.952 5.096 -6.982
S 0.453 -4.916 3.833
S -0.010 2.453 0.607
S -0.748 -0.982 4.368
F -1.244 1.565 -1.629
F -0.564 3.649 -1.681
F -2.299 3.088 -0.478
O 0.195 -4.033 2.759
O 0.536 -6.402 3.231
O -1.198 5.575 -5.658
O -0.883 -5.131 4.691
O -1.032 4.382 -7.788
O -2.961 4.075 -6.279
O 2.405 3.240 -0.024
O -0.003 3.766 1.220
O 2.199 -0.285 0.008
O 1.532 -4.717 4.728
O 1.523 1.599 -1.312
O -0.618 1.402 1.384
O -2.711 6.170 -7.514
C -1.087 2.682 -0.901
C -0.587 -1.417 -0.427
C -1.490 -6.385 4.366
C -1.881 5.091 -4.488
C 1.360 -0.270 2.716
C 0.131 -1.849 -1.683
C 2.444 0.891 0.693
C 1.002 -0.798 -2.352
C -2.515 3.793 -4.940
C -0.327 -7.272 3.969
C 1.735 2.038 -0.055
C 0.654 0.127 4.009
C 2.312 0.828 2.223
B 1.954 0.136 -1.396
H 0.235 1.124 3.922
H 1.944 -1.163 2.916
H 0.211 -7.645 4.843
H 0.694 -2.760 -1.526
H 3.298 0.688 2.655
H -0.627 -8.104 3.338
H -1.466 -2.035 -0.262
H 0.074 -1.595 0.415
H 1.637 -1.304 -3.073
H 0.598 -0.457 1.976
H -0.523 -1.939 3.467
H -2.631 5.828 -4.196
H -1.172 4.947 -3.680
H -3.363 3.501 -4.328
H 3.071 0.170 -1.974
H 1.914 1.788 2.561
H -2.184 -6.235 3.536
H -1.788 2.979 -4.973
H 3.497 1.153 0.485
H 2.668 3.424 0.881
H -0.890 -0.381 -0.456
H 0.356 -0.134 -2.927
H -2.029 -6.760 5.231
H 1.329 0.109 4.860
*
```

Properties
- HOMO level (Eh) = -0.190
- orbital gap (eV) = 7.01

[8]
Molecular formula: C19H23F4N2ORhSe
Method: DFT, ωB97M-V/def2-TZVPD

The geometry in ORCA input format:
```
! RIJCOSX wB97M-V def2-TZVPD def2/J DEFGRID3
* xyz 0 1
Rh 0.352 -0.476 -0.397
Se 1.580 -1.606 1.315
F 2.717 3.645 1.111
F -2.651 2.879 1.527
F -1.540 5.084 2.499
F 1.633 1.408 0.090
O 1.296 -1.484 -1.875
N -1.287 -1.671 -0.513
N -0.971 0.883 0.214
C 1.396 3.473 1.219
C -1.320 3.042 1.394
C -2.384 -0.697 -0.825
C 0.615 4.434 1.832
C 2.065 0.407 -3.203
C 3.622 -0.775 -1.629
C -1.241 -2.695 -1.579
C 1.948 -6.252 0.700
C -0.741 4.189 1.904
C -1.595 -2.350 0.772
C 1.715 -3.485 0.981
C 1.645 -4.318 2.098
C 1.999 -5.425 -0.413
C 1.775 -5.691 1.958
C -0.550 2.055 0.766
C -2.361 0.467 0.154
C 1.895 -4.046 -0.280
C 0.826 2.333 0.709
C 2.404 -0.924 -2.530
H 3.411 -0.090 -0.805
H 3.924 -1.732 -1.200
H -2.188 -0.324 -1.832
H 2.842 0.694 -3.916
H 4.464 -0.373 -2.199
H 1.484 -3.888 3.080
H 1.121 0.322 -3.744
H 2.652 -1.644 -3.325
H 1.730 -6.324 2.835
H -2.757 0.166 1.130
H 2.136 -5.853 -1.400
H -3.336 -1.236 -0.826
H 1.048 5.334 2.241
H -2.231 -3.151 -1.666
H -2.601 -2.777 0.709
H 2.039 -7.325 0.589
H -3.011 1.257 -0.225
H -0.869 -3.140 0.937
H 1.979 1.215 -2.473
H -0.936 -2.231 -2.511
H -0.509 -3.450 -1.309
H 1.945 -3.393 -1.143
H -1.533 -1.645 1.595
*
```

Properties
- HOMO level (alpha / beta) (Eh) = -0.274 / -0.274
- orbital gap (alpha / beta) (eV) = 6.62 / 6.62

Computed values of E_tot (unit: Eh) for the preceding records, in sequence: -1172.0233; -4059.1180; -378.8561; -416.9507; -290.1763; -2633.7791; -3865.3403; -3833.9217.